Computed, not measured: C13H8F6O11Re as an isolated structure, with the ωB97M-V functional and the def2-TZVPD basis.

Properties
Orbital gap (spin up / spin down) ... 7.52 / 7.65 eV
Multiplicity ... 2
Molar mass ... 640.391 u
E_LUMO (spin up / spin down) ... -1.389 / -1.354 eV
E_HOMO (spin up / spin down) ... -8.91 / -9.00 eV
E_tot ... -54568.5542 eV

CARTESIAN COORDINATES (ANGSTROEM)
Re 0.8375 -0.5402 0.1367
O 0.9340 -0.4605 4.3343
C 0.7064 -0.6844 3.0649
O 1.5466 -0.4714 2.2015
C -0.6826 -1.1958 2.7657
O -0.7870 -1.5426 1.3902
C -0.8331 -2.9495 1.0856
C 0.5938 -3.4156 0.7565
O 1.0043 -4.5216 0.9577
O 1.2794 -2.4445 0.1929
H 1.8310 -0.0959 4.4337
H -1.3960 -0.3985 2.9808
H -0.9065 -2.0487 3.4087
H -1.4584 -3.0527 0.1991
H -1.2698 -3.5028 1.9140
O 3.0771 0.2683 -5.4898
C 2.6279 0.1139 -4.3965
C 1.1458 -0.1891 -4.0502
O 0.2348 -0.2955 -4.8235
C 1.1452 -0.2820 -2.5833
C 2.3875 -0.0433 -2.0565
O 2.4764 -0.0426 -0.7090
C 3.4110 0.2040 -3.0593
O 4.5834 0.4375 -2.9371
O 0.1457 -0.4969 -1.7563
C -1.0104 2.3821 -1.1352
C -1.2851 1.7277 0.2163
O -0.2272 0.9471 0.6762
C -2.5671 0.8739 0.1263
F -2.9568 0.4034 1.3270
F -2.3696 -0.1798 -0.6647
F -3.5870 1.5798 -0.3718
C -1.4308 2.8190 1.3014
F -0.3305 3.5749 1.3398
F -2.4745 3.6223 1.0716
F -1.5873 2.2875 2.5268
H -0.9744 1.6172 -1.9062
H -0.0492 2.8902 -1.0861
H -1.7846 3.1056 -1.3822

Forces on atoms 1 to 2 (eV/Å):
-0.4199 -0.1374 0.7898
0.0273 -0.0436 0.0115



Computed, not measured: C28H30AlINO11 as an isolated structure, with the ωB97M-V functional and the def2-TZVPD basis.

Properties
Orbital gap ... 5.28 eV
Molar mass ... 710.430 u
Charge ... -1
E_LUMO ... -0.541 eV
E_HOMO ... -5.83 eV
E_tot ... -68231.7733 eV

CARTESIAN COORDINATES (ANGSTROEM)
C 0.8955 -4.7941 -2.4674
O 2.1437 -4.2108 -2.9038
C 2.0966 -2.7606 -2.9235
C 3.6293 -2.2644 -2.6741
C 3.9399 -0.8281 -3.3097
C 3.1917 0.3885 -2.5676
C 3.9518 0.9240 -1.2441
C 4.0503 2.5518 -1.2181
Al 2.7970 3.4318 0.1289
N 3.8319 4.3985 1.4319
C 4.4209 3.6191 2.2583
O 4.7223 2.8934 3.2459
O 1.5071 4.6539 -0.4527
C 0.2213 4.0514 -0.1000
C 0.4868 2.4310 -0.2470
O 0.8836 2.3635 -1.6601
I -1.2447 1.1043 0.0024
O 1.5417 2.1616 0.7109
H 1.0478 -5.9414 -2.5065
H 0.0152 -4.4779 -3.1264
H 0.6383 -4.5714 -1.3601
H 1.3590 -2.2968 -2.1793
H 1.7313 -2.4555 -3.9750
H 3.7922 -2.3351 -1.5456
H 4.2812 -3.0603 -3.1962
H 5.0763 -0.6464 -3.2211
H 3.6359 -0.7815 -4.4261
H 2.1783 -0.0349 -2.1969
H 2.9090 1.2382 -3.2990
H 3.3620 0.5506 -0.3236
H 4.9926 0.4241 -1.1521
H 5.1325 2.8153 -0.8929
H 3.9178 3.0177 -2.2621
H -0.2124 4.3024 0.9296
H -0.5085 4.2279 -0.9688
H 0.0817 2.4820 -2.2257
C -0.1485 1.7380 4.0320
C 0.0167 2.9399 4.5861
C -1.0481 3.5600 5.4026
O -0.8998 4.6593 5.9081
C -2.3024 2.7971 5.5829
C -2.4674 1.5955 5.0289
C -1.4024 0.9750 4.2125
O -1.5510 -0.1223 3.7077
H 0.6204 1.2691 3.4299
H 0.9286 3.5117 4.4644
H -3.0668 3.2653 6.1821
H -3.3785 1.0242 5.1501
C -7.1107 2.8234 6.7916
C -8.2173 3.5669 6.8243
C -8.3016 4.8490 6.0930
O -9.3105 5.5289 6.1241
C -7.1131 5.2738 5.3233
C -6.0064 4.5303 5.2905
C -5.9223 3.2485 6.0218
O -4.9128 2.5684 5.9905
H -7.0312 1.8825 7.3216
H -9.0966 3.2699 7.3824
H -7.1924 6.2147 4.7933
H -5.1269 4.8273 4.7323
C -0.1851 -7.9248 -6.5075
C 0.7063 -8.4737 -7.3336
C 2.0874 -7.9537 -7.4272
O 2.9006 -8.4537 -8.1828
C 2.4421 -6.8035 -6.5691
C 1.5508 -6.2540 -5.7426
C 0.1699 -6.7742 -5.6493
O -0.6426 -6.2748 -4.8943
H -1.2006 -8.2922 -6.4267
H 0.4631 -9.3170 -7.9683
H 3.4575 -6.4363 -6.6499
H 1.7946 -5.4099 -5.1071

Forces on atoms 1 to 2 (eV/Å):
-0.2382 -0.9405 0.5653
-1.4085 0.5310 0.9094



Computed, not measured: a 2-piece molecular cluster, C6H11O3P overall, with the ωB97M-V functional and the def2-TZVPD basis.

Properties
Orbital gap (spin up / spin down) ... 8.10 / 8.24 eV
Multiplicity ... 3
Molar mass ... 162.125 u
E_LUMO (spin up / spin down) ... 0.912 / -1.566 eV
E_HOMO (spin up / spin down) ... -7.19 / -9.80 eV
E_tot ... -21827.3390 eV

CARTESIAN COORDINATES (ANGSTROEM)
C 1.6135 1.8947 -1.9689
C 1.0314 2.1543 1.5398
C 2.0611 1.4063 -0.7723
C 1.3376 1.5928 0.3922
C -0.5259 -2.3494 2.2668
C -2.2454 -0.5405 -1.7259
O 0.0739 -1.9691 -0.5789
O -0.7876 -1.0832 1.6462
O -1.8344 -0.2226 -0.3961
P -0.4056 -0.7794 0.1027
H 2.0538 1.6184 -2.9201
H 0.7780 2.4925 -1.9293
H 0.1430 1.8795 2.0053
H 1.6814 2.8101 2.1194
H 3.0529 0.8089 -0.8158
H -0.9536 -3.1703 1.6428
H -0.9365 -2.3034 3.2235
H 0.6234 -2.5262 2.4140
H -1.4208 -0.4075 -2.4294
H -2.8070 0.2892 -2.1328
H -2.5332 -1.5953 -1.6831

Forces on atoms 1 to 2 (eV/Å):
1.3795 -1.1955 0.0011
1.2140 -0.5117 -1.2012



Computed, not measured: a 2-piece molecular cluster, C2H3N2O4 overall, with the ωB97M-V functional and the def2-TZVPD basis.

Properties
Orbital gap ... 7.58 eV
Molar mass ... 119.056 u
Charge ... -1
E_LUMO ... 4.033 eV
E_HOMO ... -3.54 eV
E_tot ... -13287.8188 eV

CARTESIAN COORDINATES (ANGSTROEM)
C 0.5853 0.4146 0.3895
C -1.8532 -0.9468 0.1215
N -2.8241 -0.4881 -0.2049
N 1.1021 -0.5875 -0.2105
O -3.8559 0.0935 -0.4641
O 0.7302 -1.7615 0.1816
O 0.8004 1.6955 -0.1923
O 1.8031 -0.4329 -1.2511
H 0.2574 0.5175 1.4078
H -0.9925 -1.6459 0.1906
H 0.7522 1.5820 -1.1378

Forces on atoms 1 to 2 (eV/Å):
0.1065 3.9867 -0.0388
3.2601 -2.4133 0.7508



> Number 1 is which compound?

C13H8F6O11Re



> What is the formula in the fourth record?

C2H3N2O4



> What is the formula in the third record?

C6H11O3P



> Which formula does entry 2 have?

C28H30AlINO11